# C2H14O6Pd

C2H14O6Pd as an isolated structure in a non-equilibrium geometry (wB97M-V/def2-TZVPD, the OMol25 dataset).

The geometry in XYZ format:
```
23
C2H14O6Pd | the OMol25 dataset | wB97M-V/def2-TZVPD
Pd 0.013 0.004 -0.096
C -1.207 -0.403 -3.040
O -1.268 0.301 -1.826
H -2.123 -0.991 -3.094
H -0.972 0.082 -3.988
H -0.532 -1.212 -2.759
C -1.789 0.555 2.948
O -1.381 0.054 1.673
H -1.076 0.154 3.669
H -1.742 1.639 3.052
H -2.766 0.209 3.283
O 0.605 2.145 -0.057
H 1.249 2.542 -0.643
H 0.238 2.882 0.431
O -0.047 -2.162 -0.005
H 0.680 -2.524 0.501
H -0.803 -2.692 0.247
O 1.888 -0.147 -1.344
H 2.398 0.625 -1.589
H 2.047 -0.774 -2.050
O 1.836 -0.150 1.419
H 2.631 0.075 0.936
H 2.119 -0.209 2.332
```

The expectation value of S² is 3.764. The LUMO energy (alpha / beta) comes out at -3.30 / -5.45 eV. As for the total charge: +1. The orbital gap (alpha / beta) comes out at 8.80 / 6.03 eV. For the HOMO energy (alpha / beta), the calculation gives -12.105 / -11.479 eV. Its spin multiplicity is 4.